Molecular formula: CH2O4S
Method: DFT, ωB97M-V with the def2-TZVPD basis set

Last column: natural (NBO) charge in e.
Geometry (Å):
1 C 1.2964 -0.7800 0.2495  0.64
2 O 1.3617 -1.1947 -0.8405  -0.55
3 O -2.1633 0.1862 0.7541  -0.90
4 O 0.2982 0.0045 0.6952  -0.71
5 O -0.8337 1.0555 -1.1809  -0.86
6 S -1.1686 -0.1585 -0.2596  1.74
7 H 1.9586 -0.9457 1.0970  0.12
8 H -0.7491 1.8327 -0.5148  0.51

Forces on atoms 1 to 3 (eV/Å):
C -0.34 0.95 2.02
O 0.53 -1.13 -2.18
O 1.01 0.02 -1.27

Computed properties:
HOMO-LUMO gap = 11.27 eV
highest occupied orbital energy = -10.8 eV
total charge = 0
energy above the lowest of the compared OMol25 structures with the same formula, charge and spin = 58.0 kJ/mol
2S+1 = 1